# 1
{"formula": "C22H30N4O4", "method": "ωB97M-V with the def2-TZVPD basis set", "charge": 0, "fmax_ev_per_a": 1.094, "lumo_ha": 0.01715, "elements": ["H", "H", "H", "O", "C", "C", "H", "H", "H", "H", "H", "H", "C", "H", "H", "H", "H", "C", "H", "C", "H", "C", "O", "C", "C", "H", "C", "C", "N", "C", "H", "C", "H", "C", "N", "H", "H", "H", "H", "C", "C", "H", "H", "H", "C", "H", "C", "N", "C", "H", "H", "N", "H", "O", "C", "C", "H", "O", "C", "C"], "positions_angstrom": [[5.35336, 3.17577, 1.46269], [-5.50466, -4.66922, 1.63806], [-5.31344, 1.43688, 1.51878], [-5.25710, -0.20899, -0.92530], [-2.38488, 1.34598, 0.58196], [6.12368, -1.63318, 0.06459], [-4.03885, -4.62118, 0.65829], [5.84679, -3.10430, -1.46285], [-1.01130, 1.71234, -2.45426], [-5.51888, -2.68457, 0.12937], [0.29876, 0.41741, -1.10356], [-3.98666, -4.12557, 2.35079], [-1.18435, 1.78982, -0.27167], [2.93579, 3.63224, 1.13850], [5.50735, -3.67813, 0.17559], [-4.15715, 0.22412, 2.06885], [-3.68250, 1.04390, -2.36705], [1.09921, 1.93649, 0.23986], [-2.83422, 2.23344, 1.04250], [0.06734, 0.90828, -0.15906], [7.64118, -4.65429, -0.67737], [3.03719, 0.41187, 0.13203], [-0.74519, 3.09454, 0.16255], [7.60692, -3.62612, -0.32604], [-4.91349, -2.68005, 1.03746], [8.28560, -3.02440, -0.92444], [4.69914, 2.40267, 1.08909], [3.35605, 2.66600, 0.91297], [0.59216, 3.09460, 0.41004], [-4.99160, 0.39929, 1.38987], [-0.02743, 0.14149, 0.61301], [6.19170, -3.07376, -0.42590], [2.39475, -0.36923, -0.24929], [5.22809, 1.15763, 0.79148], [4.85741, -1.12256, -0.02695], [-2.99380, -2.43995, -2.56582], [-6.78755, -0.63000, 0.84140], [-2.07945, 0.65654, 1.37526], [-6.73639, -0.12316, 2.53478], [-2.28253, -0.57383, -2.18762], [-5.67158, -1.94018, 2.13732], [-3.98328, -2.15373, 0.81036], [7.94940, -3.59199, 0.70467], [-2.21020, 2.86246, -1.82375], [4.39418, 0.15399, 0.30595], [4.14577, -1.73944, -0.39506], [-2.83537, 0.79114, -1.71950], [-3.30549, 0.71437, -0.33776], [-4.59042, -4.11227, 1.44548], [6.27704, 0.95803, 0.92878], [-4.19158, -1.27946, -2.01502], [-3.23895, -1.50371, -2.28811], [-6.54628, -2.53154, 2.41790], [-1.11149, -0.76560, -2.44221], [-6.14639, -0.54821, 1.72070], [-1.76823, 1.87486, -1.68959], [-5.03509, -1.85698, 3.02303], [7.07896, -1.02547, 0.48451], [-4.54271, 0.26326, -0.04967], [2.50978, 1.66450, 0.43121]], "forces_ev_per_angstrom": [[0.059, 0.065, 0.034], [-0.077, -0.100, 0.038], [0.104, 0.048, 0.027], [-0.374, 0.026, -0.118], [0.213, 0.321, 0.550], [-0.371, -0.446, -0.219], [0.061, -0.126, -0.023], [-0.103, -0.008, 0.040], [-0.012, 0.040, 0.011], [0.045, 0.071, -0.061], [-0.005, -0.020, 0.083], [0.068, -0.069, 0.102], [-0.082, -0.287, -0.233], [-0.001, 0.123, 0.044], [-0.080, 0.032, -0.070], [0.063, 0.091, 0.029], [0.117, -0.023, 0.096], [-1.073, -0.078, -0.199], [0.079, -0.084, -0.002], [0.064, 0.252, 0.059], [0.018, -0.076, -0.023], [-0.082, 0.243, 0.061], [-0.688, -0.063, -0.010], [-0.192, 0.081, -0.009], [-0.113, -0.173, 0.283], [0.096, 0.001, -0.010], [-0.205, 0.014, -0.041], [-0.053, -0.063, -0.019], [0.970, 0.073, 0.130], [-0.403, -0.205, -0.097], [0.016, -0.050, -0.025], [0.423, -0.036, 0.073], [-0.104, -0.091, -0.048], [0.155, -0.141, -0.023], [-0.353, -0.130, -0.119], [0.088, 0.072, 0.019], [-0.057, 0.049, 0.068], [0.006, 0.122, -0.034], [-0.018, 0.046, -0.045], [-0.367, 0.334, 0.054], [-0.047, 0.123, -0.329], [0.039, 0.032, -0.111], [0.084, -0.017, 0.040], [-0.059, -0.025, 0.027], [0.112, 0.369, 0.158], [0.233, 0.026, 0.054], [0.075, 0.013, -0.454], [0.104, -0.057, -0.302], [0.047, 0.219, -0.129], [0.010, -0.010, 0.001], [0.111, -0.003, -0.018], [-0.353, -0.514, -0.109], [0.006, -0.051, 0.082], [0.451, -0.034, -0.115], [0.099, -0.029, 0.144], [0.059, -0.097, 0.123], [-0.006, -0.044, 0.087], [0.263, 0.148, 0.101], [0.190, 0.125, 0.244], [0.745, -0.009, 0.131]], "lowdin_charge": [0.107, 0.071, 0.132, 0.028, -0.044, -0.469, 0.066, 0.117, 0.132, 0.110, 0.109, 0.072, -0.379, 0.108, 0.117, 0.113, 0.161, -0.221, 0.143, -0.023, 0.071, 0.034, -0.056, -0.101, -0.275, 0.077, -0.062, -0.030, 0.131, -0.098, 0.134, -0.171, 0.114, -0.006, 0.118, 0.119, 0.111, 0.131, 0.110, -0.480, -0.217, 0.100, 0.077, 0.135, -0.209, 0.141, -0.157, 0.017, -0.110, 0.099, 0.075, 0.196, 0.113, 0.053, -0.195, -0.021, 0.115, 0.081, -0.449, -0.167]}

***

# 2
{"formula": "C7H8FN3O", "method": "ωB97M-V with the def2-TZVPD basis set", "charge": 0, "fmax_ev_per_a": 3.992, "lumo_ha": [-0.04709, -0.04076], "elements": ["O", "N", "H", "C", "H", "N", "H", "H", "F", "C", "C", "C", "N", "C", "H", "C", "H", "H", "C", "H"], "positions_angstrom": [[-1.22774, 3.15728, 3.56714], [-0.86206, 0.17301, 1.86327], [-2.33004, -2.90762, 0.12339], [-0.98991, 2.24712, 2.82400], [-0.70820, -3.18937, 0.36639], [-0.67858, 2.37956, 1.43155], [2.17250, 2.23154, -0.48664], [-1.32150, -1.78825, 0.94749], [-2.01230, -1.58348, -1.86734], [-0.55961, 1.01221, 0.89577], [1.76072, 1.75673, -1.38025], [-1.41646, -2.46310, 0.21618], [-1.07426, 0.83008, 3.00391], [0.67077, 1.01359, -1.44219], [2.41166, 1.91752, -2.19018], [-0.22711, 0.59582, -0.41941], [0.46373, 0.57767, -2.46848], [-0.50097, 3.18112, 0.84597], [-1.03602, -1.83803, -1.02937], [-1.12622, 0.27885, 3.82872]], "forces_ev_per_angstrom": [[0.170, -0.260, 0.662], [0.408, -1.289, -0.733], [-2.856, -1.082, 0.179], [-0.164, 0.061, -1.673], [1.929, -1.886, 0.626], [0.297, -3.466, 0.194], [-0.528, -0.280, 0.172], [0.136, 2.675, 2.961], [-0.399, -0.315, 0.320], [0.067, 1.620, 0.057], [0.974, 0.978, 1.708], [-0.142, -0.651, -3.197], [0.200, 2.449, -1.227], [-1.287, -1.287, -1.588], [0.330, 0.036, -1.317], [-0.544, -0.220, 0.775], [0.076, 0.389, 1.314], [-0.151, 0.194, 0.693], [1.648, 2.137, -0.613], [-0.163, 0.196, 0.687]], "lowdin_charge": [0.070, 0.049, 0.061, -0.474, 0.064, 0.180, 0.068, 0.006, 0.042, -0.308, 0.016, -0.080, 0.081, -0.236, 0.039, 0.069, 0.114, 0.145, -0.049, 0.144]}

***

# 3
{"formula": "C14H18Be2K3N4O16S4", "method": "ωB97M-V with the def2-TZVPD basis set", "charge": -1, "fmax_ev_per_a": 4.544, "lumo_ha": -0.07915, "elements": ["H", "C", "O", "Be", "N", "K", "H", "C", "H", "C", "C", "S", "H", "C", "O", "C", "O", "H", "C", "H", "O", "N", "K", "O", "O", "N", "H", "C", "H", "O", "O", "H", "S", "H", "C", "O", "O", "H", "C", "O", "C", "H", "Be", "H", "C", "H", "C", "O", "H", "K", "H", "S", "O", "O", "O", "N", "S", "C", "H", "H", "O"], "positions_angstrom": [[-2.07560, 4.04657, 1.11123], [-5.67127, 0.27431, 0.33409], [-1.44233, -0.15207, -1.74099], [1.52709, -4.72715, -0.76178], [4.59399, -0.85598, -4.01881], [-3.73053, -5.26707, -2.14858], [0.32708, 1.61942, 5.29161], [1.53360, 3.29110, 5.88353], [4.35158, -2.74706, -4.78249], [-0.64497, 3.44033, 5.38098], [-1.49124, 6.15769, 0.60626], [-0.73574, -0.95121, -0.67572], [-1.78042, 3.60182, -1.28479], [-6.09404, 1.19470, -0.71337], [-3.14944, -5.84346, 1.90447], [-0.20107, 4.68886, 5.69206], [0.97227, -6.52923, -3.83820], [5.84882, -1.81942, -6.86330], [5.00605, 0.33807, -4.49123], [1.68368, 5.54341, 6.27713], [3.32115, -1.47013, 3.94225], [-1.72803, 4.54005, -0.91455], [2.63284, 1.85962, 1.70363], [0.63320, -1.27118, -1.09006], [1.89315, -3.03082, 2.85025], [0.39210, 2.59247, 5.55438], [-1.34827, 6.65453, 1.55448], [1.13188, 4.64980, 6.02537], [-7.10348, 0.86322, -0.95682], [2.86351, -3.55235, 5.00019], [-0.23435, -4.64872, -4.15377], [-0.64876, 5.67167, 5.68454], [0.13420, -5.89661, -4.80700], [2.48276, 2.79817, 6.03356], [5.49598, -1.21340, -6.04193], [-1.01340, -6.75705, -5.07439], [-2.67367, -8.13841, 2.16931], [4.01512, -0.96523, -3.19840], [-1.32478, 6.69506, -0.70813], [0.84632, -5.59386, -6.04537], [5.57653, 0.21083, -5.78364], [4.72633, 1.22932, -3.94917], [-2.02696, -2.62948, 3.11200], [-5.42505, 1.14441, -1.57245], [4.84137, -1.79991, -4.95403], [5.88542, 1.04406, -6.39742], [-1.49982, 5.66738, -1.65406], [-1.28432, -6.36931, 3.14797], [-1.45482, 5.59799, -2.73088], [0.13503, -0.21818, -5.40417], [-6.11898, 2.15334, -0.19521], [-2.08869, -6.82421, 2.00298], [1.15697, -1.94216, 4.80053], [-1.32982, -2.22914, -0.37908], [-1.31407, -6.65482, 0.80746], [-5.36965, -0.40165, 1.18897], [2.32291, -2.51710, 4.17142], [-1.86820, 4.84269, 0.41153], [-1.21471, 7.74963, -0.91349], [-1.61112, 3.12651, 5.01430], [-0.63328, -0.27057, 0.58688]], "forces_ev_per_angstrom": [[0.067, 0.093, 0.016], [-0.110, 0.939, -1.457], [0.382, -0.333, 0.265], [-0.572, 0.206, -0.104], [-0.233, 0.476, -0.308], [0.875, 0.020, 0.344], [0.314, -0.041, 0.272], [-0.527, 1.385, 0.458], [0.654, -0.363, -0.341], [-0.873, 0.229, -0.091], [-0.622, -0.525, -1.041], [0.142, -0.004, -0.362], [-0.213, 0.097, 0.106], [-0.173, -0.541, 0.758], [-2.687, 2.566, 0.208], [-0.848, 1.622, -0.099], [2.702, -1.882, 3.131], [-0.046, 0.381, -0.176], [0.354, 1.517, -1.407], [0.378, -0.395, 0.089], [0.575, 0.902, -0.148], [-0.863, -0.158, -0.131], [-0.480, -0.823, 0.153], [2.517, 0.016, -1.977], [-0.368, -0.583, -0.287], [0.678, -0.232, -0.578], [-0.290, 0.046, -0.149], [1.817, -2.163, -0.220], [-0.026, 0.398, -0.385], [0.592, -1.701, 0.767], [-1.100, 1.883, 0.777], [-0.849, -0.394, -0.182], [-1.428, 0.755, -3.175], [-0.181, -0.028, 0.083], [-0.630, 0.041, 0.872], [-0.830, -0.203, 0.143], [0.235, -0.401, -0.032], [0.192, -0.168, -0.098], [-0.203, -0.210, -0.708], [0.376, 0.106, -0.322], [-1.118, -1.402, 2.135], [0.360, 0.074, 0.019], [0.541, -0.340, -0.502], [-0.093, 0.219, 0.148], [0.035, -0.305, -0.661], [0.245, -0.295, 0.029], [0.548, 0.646, 1.629], [0.263, -0.119, 0.511], [0.064, 0.303, 0.162], [-0.064, -0.513, 0.746], [-0.047, 0.295, -0.647], [0.393, -1.062, 1.406], [-2.676, 1.024, 0.834], [-2.419, -2.460, -0.448], [1.796, -0.334, -2.411], [0.495, -1.347, 1.640], [1.480, 0.855, -1.680], [1.301, -0.363, 0.344], [0.255, -0.113, -0.185], [0.148, -0.178, 0.175], [-0.207, 2.891, 2.092]], "lowdin_charge": [0.110, -0.304, -0.484, 0.766, -0.003, 0.888, 0.158, -0.111, 0.118, -0.146, -0.110, 0.057, 0.150, -0.065, -0.294, -0.160, -0.275, 0.084, -0.176, 0.087, -0.396, -0.008, 0.885, -0.458, -0.288, 0.012, 0.087, -0.119, 0.078, -0.268, -0.350, 0.093, 0.102, 0.100, -0.101, -0.359, -0.324, 0.157, -0.122, -0.363, -0.087, 0.095, 0.708, 0.083, -0.141, 0.077, -0.133, -0.253, 0.096, 0.910, 0.082, 0.123, -0.325, -0.441, -0.319, 0.143, 0.130, -0.142, 0.078, 0.113, -0.448]}